Computed, not measured: C3H3CaLiO3 as an isolated structure at a distorted geometry, with the ωB97M-V functional and the def2-TZVPD basis.

Structure (XYZ):
```
11
Properties=species:S:1:pos:R:3:mulliken_charge:R:1
O -0.976 0.405 0.707 -0.526
Li -0.312 1.134 2.572 0.951
C 0.142 -0.547 0.617 -0.798
C 0.057 0.793 -0.169 1.147
O 1.192 0.020 1.382 -0.388
C 1.410 1.109 0.417 -0.446
H 1.609 2.088 0.869 0.246
H 2.269 0.908 -0.231 0.277
H -0.743 1.489 -1.847 0.349
Ca -0.654 -1.526 -1.343 1.751
O -0.286 0.709 -1.505 -0.562
```

Values from the calculation:
total charge: +2
multiplicity: 1
E_tot: -27927.528 eV

***

Computed, not measured: C3H3CdLiO3 as an isolated structure at a distorted geometry, with the ωB97M-V functional and the def2-TZVPD basis.

Structure (XYZ):
```
11
Properties=species:S:1:pos:R:3:mulliken_charge:R:1
C 0.727 2.294 0.798 0.247
C 0.142 1.212 -0.044 -0.151
O -0.380 0.176 0.809 -0.160
O 1.873 2.686 0.818 -0.468
H 0.902 0.801 -0.725 0.306
H -0.662 1.655 -0.653 0.289
O -0.987 -0.949 -1.012 -0.476
C -0.914 -0.889 0.248 0.135
Li 2.670 4.357 1.423 0.905
Cd -1.798 -2.627 -0.291 0.433
H 0.801 4.531 1.669 -0.059
```

Values from the calculation:
total charge: +1
multiplicity: 2
energy above the lowest of the compared OMol25 structures with the same formula, charge and spin: 457.9 kJ/mol
expectation value of S²: 1.75
E_tot: -14057.256 eV

***

Computed, not measured: C3H3CeO2 as an isolated structure at a distorted geometry, with the ωB97M-V functional and the def2-TZVPD basis.

Structure (XYZ):
```
9
Properties=species:S:1:pos:R:3:mulliken_charge:R:1
C -0.022 -0.270 -2.254 0.058
C -0.657 0.886 -2.451 -0.559
H -0.856 1.254 -3.459 0.302
H 0.389 -0.835 -3.093 0.377
H -0.897 1.551 -1.618 -0.045
O -0.140 -0.181 0.118 -0.550
C 0.340 -0.808 -0.905 0.577
O 1.225 -1.654 -0.805 -0.445
Ce -0.195 1.050 2.088 2.284
```

Values from the calculation:
total charge: +2
multiplicity: 2
energy above the lowest of the compared OMol25 structures with the same formula, charge and spin: 223.8 kJ/mol
expectation value of S²: 0.76
E_tot: -20161.575 eV

***

Computed, not measured: one molecule with the formula C3H3Cl2F at a distorted geometry, with the ωB97M-V functional and the def2-TZVPD basis.

Structure (XYZ):
```
9
Properties=species:S:1:pos:R:3:mulliken_charge:R:1
C 0.990 -0.025 0.597 -0.338
C -0.306 0.490 -0.063 0.203
C -1.273 -0.346 -0.476 -0.179
H 0.767 -1.111 0.804 0.240
H 1.309 0.499 1.500 0.321
H -2.334 -0.100 -0.758 0.330
F -1.077 -1.644 -0.534 -0.221
Cl 2.348 0.116 -0.655 -0.183
Cl -0.423 2.120 -0.414 -0.171
```

Values from the calculation:
structure (SMILES): F/C=C(/Cl)CCl
multiplicity: 1
energy above the lowest of the compared OMol25 structures with the same formula, charge and spin: 39.2 kJ/mol
E_tot: -30920.909 eV

***

Computed, not measured: an isolated ion of composition C3H3Cl2N2 and charge +1 at a distorted geometry, with the ωB97M-V functional and the def2-TZVPD basis.

Structure (XYZ):
```
10
Properties=species:S:1:pos:R:3:mulliken_charge:R:1
C -0.746 -0.415 -0.131 -0.316
C -1.149 0.889 -0.136 0.337
C 1.029 0.946 0.040 0.323
N -0.036 1.752 -0.007 -0.078
N 0.623 -0.358 0.073 -0.193
Cl -2.814 1.288 -0.064 -0.100
Cl 2.696 1.349 0.021 -0.069
H -1.404 -1.269 0.044 0.369
H 0.150 2.802 0.045 0.304
H 1.406 -1.309 0.027 0.422
```

Values from the calculation:
total charge: +1
structure (SMILES): Clc1c[nH+]c(Cl)[nH]1
multiplicity: 1
energy above the lowest of the compared OMol25 structures with the same formula, charge and spin: 81.6 kJ/mol
E_tot: -31176.742 eV

***

Computed, not measured: C3H3Cl2NO as an isolated structure at a distorted geometry, with the ωB97M-V functional and the def2-TZVPD basis.

Structure (XYZ):
```
10
Properties=species:S:1:pos:R:3:mulliken_charge:R:1
C -0.011 1.402 -0.830 -0.418
C -0.979 0.218 1.065 0.551
C 0.768 -1.458 0.204 -0.328
N -0.796 0.828 0.057 -0.235
O -1.579 -0.293 1.962 -0.490
Cl 1.326 -0.458 -0.989 -0.011
Cl -0.242 -2.736 -0.411 -0.128
H -0.189 1.756 -1.851 0.327
H 0.585 2.141 -0.453 0.326
H 1.116 -1.401 1.247 0.406
```

Values from the calculation:
multiplicity: 1
energy above the lowest of the compared OMol25 structures with the same formula, charge and spin: 382.2 kJ/mol
E_tot: -31737.739 eV

***

Computed, not measured: one molecule with the formula C3H3Cl4N at a distorted geometry, with the ωB97M-V functional and the def2-TZVPD basis.

Structure (XYZ):
```
11
Properties=species:S:1:pos:R:3:mulliken_charge:R:1
C 2.311 -0.258 -0.020 0.253
C 0.054 -0.026 -0.437 -0.676
C 3.785 0.206 -0.025 0.426
N 1.382 0.531 -0.227 -0.270
Cl 2.329 -1.990 0.300 -0.173
Cl 3.845 1.955 0.034 -0.118
Cl 4.637 -0.339 1.442 -0.126
Cl 4.592 -0.379 -1.450 -0.098
H -0.578 0.759 0.077 0.230
H -0.003 -1.151 0.063 0.284
H -0.231 -0.014 -1.478 0.268
```

Values from the calculation:
structure (SMILES): C/N=C(\Cl)C(Cl)(Cl)Cl
multiplicity: 1
energy above the lowest of the compared OMol25 structures with the same formula, charge and spin: 10.5 kJ/mol
E_tot: -54738.336 eV

***

Computed, not measured: one molecule with the formula C3H3ClF2 at a distorted geometry, with the ωB97M-V functional and the def2-TZVPD basis.

Structure (XYZ):
```
9
Properties=species:S:1:pos:R:3:mulliken_charge:R:1
C 0.106 -0.761 0.784 0.165
C 0.242 0.414 -0.132 0.443
C -0.536 0.762 -1.137 -0.741
H -0.731 -1.385 0.545 0.247
H -0.380 1.605 -1.754 0.328
H -1.538 0.245 -1.250 0.187
F -0.084 -0.318 2.062 -0.235
F 1.341 1.158 0.058 -0.237
Cl 1.581 -1.721 0.824 -0.157
```

Values from the calculation:
structure (SMILES): C=C(F)[C@H](F)Cl
multiplicity: 1
energy above the lowest of the compared OMol25 structures with the same formula, charge and spin: 46.2 kJ/mol
E_tot: -21116.077 eV

***

Computed, not measured: one molecule with the formula C3H3ClF2 at a distorted geometry, with the ωB97M-V functional and the def2-TZVPD basis.

Structure (XYZ):
```
9
Properties=species:S:1:pos:R:3:mulliken_charge:R:1
C 0.375 0.768 0.110 -0.030
C 0.621 -0.632 -0.050 0.015
C -0.767 -0.195 0.280 -0.296
H 0.752 1.429 0.860 0.343
H 1.146 -1.232 0.746 0.289
H -1.034 -0.530 1.235 0.365
F 0.238 1.467 -1.094 -0.262
F 0.800 -1.003 -1.367 -0.261
Cl -2.131 -0.071 -0.723 -0.161
```

Values from the calculation:
structure (SMILES): F[C@@H]1[C@H](F)[C@@H]1Cl
multiplicity: 1
energy above the lowest of the compared OMol25 structures with the same formula, charge and spin: 145.7 kJ/mol
E_tot: -21115.046 eV

***

Computed, not measured: C3H3ClFNS2 as an isolated structure at a distorted geometry, with the ωB97M-V functional and the def2-TZVPD basis.

Structure (XYZ):
```
11
Properties=species:S:1:pos:R:3:mulliken_charge:R:1
C 0.327 -0.693 -0.290 -0.064
C -0.277 0.522 0.241 0.357
C -1.759 0.403 0.530 0.015
H 3.908 -0.805 -0.396 0.132
H -0.339 -1.616 -0.175 0.330
H -2.246 1.277 1.057 0.350
N 1.562 -0.830 -0.553 -0.346
F -2.012 -0.897 0.909 -0.227
S 2.799 0.227 -0.428 -0.054
S 0.658 1.822 0.238 -0.337
Cl -2.621 0.592 -1.133 -0.158
```

Values from the calculation:
multiplicity: 1
energy above the lowest of the compared OMol25 structures with the same formula, charge and spin: 99.8 kJ/mol
E_tot: -41557.584 eV

***

Computed, not measured: one molecule with the formula C3H3ClIN at a distorted geometry, with the ωB97M-V functional and the def2-TZVPD basis.

Structure (XYZ):
```
9
Properties=species:S:1:pos:R:3:mulliken_charge:R:1
C 1.513 -0.312 -0.021 0.130
C -1.088 -0.252 0.065 -0.969
C 0.471 0.656 -0.173 0.060
N 2.303 -1.119 0.166 -0.321
Cl 0.463 1.494 -1.717 -0.134
I -1.119 -1.524 1.750 0.119
H -1.844 0.521 0.125 0.410
H -1.191 -0.836 -0.845 0.401
H 0.491 1.372 0.651 0.305
```

Values from the calculation:
structure (SMILES): N#C[C@@H](Cl)CI
multiplicity: 1
energy above the lowest of the compared OMol25 structures with the same formula, charge and spin: 54.6 kJ/mol
E_tot: -25271.546 eV

***

Computed, not measured: one molecule with the formula C3H3ClN2OS2 at a distorted geometry, with the ωB97M-V functional and the def2-TZVPD basis.

Structure (XYZ):
```
12
Properties=species:S:1:pos:R:3:mulliken_charge:R:1
C 4.050 -0.220 -1.768 0.294
C 2.018 -1.805 -0.116 -0.110
C 0.262 0.095 0.302 -0.796
N 3.755 -0.266 -2.935 -0.382
N 4.402 -1.436 -1.160 -0.170
O 0.691 -2.317 -0.525 -0.224
S 3.408 -2.649 -0.911 0.184
S 0.907 -0.768 -1.039 0.369
Cl 3.816 1.188 -0.618 -0.211
H 0.749 -0.088 1.313 0.301
H -0.715 -0.300 0.213 0.386
H 0.117 1.180 0.110 0.359
```

Values from the calculation:
multiplicity: 1
energy above the lowest of the compared OMol25 structures with the same formula, charge and spin: 622.4 kJ/mol
E_tot: -42372.077 eV

***

What is the multiplicity in the fourth record?
1